92
Properties=species:S:1:pos:R:3:forces:R:3 method="wB97M-V/def2-TZVPD" charge=+1 e_above_lowest_ev=3.343 spin_multiplicity=4 homo_lumo_gap_ev="7.19 / 6.29"
Ge 1.53702 -0.15251 -3.89236 0.090 -0.010 0.077
Mn 0.59383 -0.01794 -0.29217 0.712 -0.187 -0.262
S -1.49561 -0.22525 -2.87593 -0.003 0.092 0.037
S 2.32226 -0.01375 2.38527 -0.021 0.025 0.039
O 0.94768 -0.24668 1.76165 -0.262 0.004 -0.084
O -1.08789 -1.72022 0.02102 -0.109 0.032 0.025
N -3.12904 0.98028 -4.49001 -0.044 -0.043 0.076
N -1.26966 2.25123 -4.02827 -0.021 0.076 0.037
N -1.15526 0.99547 0.19461 -0.401 0.077 0.085
C -0.81467 -2.47333 4.82884 0.002 0.004 0.002
C -2.23651 0.30021 0.58211 0.063 0.033 0.008
C -2.03216 -1.14922 0.91943 -0.017 -0.047 0.011
C 2.11970 -3.71347 1.90985 -0.017 0.033 -0.019
C 3.68969 -0.21580 -0.54663 0.010 0.020 -0.077
C 1.86388 -2.11659 5.43996 0.014 0.021 -0.019
C 1.66795 -4.82369 1.31741 -0.006 -0.010 -0.005
C -4.11727 2.05530 -4.42133 -0.024 0.011 0.009
C -1.28063 2.32212 0.06854 0.038 -0.041 -0.030
C 1.92032 0.04979 4.16763 -0.008 0.018 -0.115
C -0.27677 2.77116 -3.10550 0.029 -0.083 0.002
C -3.71879 -0.32848 -4.74860 -0.002 -0.001 0.001
C -1.94330 1.11228 -3.83813 0.033 -0.108 -0.084
C -1.49183 3.08917 -5.20137 0.069 0.015 -0.035
C 1.86367 -5.24255 -0.07356 -0.012 -0.010 0.003
C 2.93181 1.18581 -3.55953 -0.038 0.002 -0.016
C 0.71519 0.31991 -5.62107 0.005 -0.015 0.035
C -0.13590 -3.44418 5.55373 0.013 0.000 0.003
C 4.11711 -3.13293 0.41129 -0.013 -0.038 0.017
C 2.25134 -2.18188 -0.07737 0.063 -0.011 -0.040
C -0.15312 -1.33183 4.40452 -0.009 0.004 0.008
C 2.51398 -4.55159 -1.01205 0.003 0.006 0.008
C 0.25557 -0.29055 -2.38609 -0.255 0.149 0.114
C -2.47141 2.99610 0.25915 -0.012 0.023 0.000
C -3.47369 0.89659 0.76139 -0.011 0.030 0.031
C 4.97995 -0.87751 -0.29432 -0.001 -0.001 -0.009
C -3.60049 2.26525 0.59258 0.017 -0.023 -0.002
C 5.19182 -2.12462 0.14315 -0.012 0.002 0.027
C 2.91730 -2.59744 1.28127 -0.066 -0.012 0.033
C 1.20227 -3.25872 5.86827 -0.004 -0.012 0.000
C 3.15129 -3.21736 -0.80595 0.025 0.031 0.024
C 2.44934 -0.74046 -0.47648 0.032 -0.048 0.126
C 1.19787 -1.15006 4.69066 0.001 -0.034 -0.018
C 2.31181 -1.93849 -4.16282 0.045 0.055 0.031
C 3.28126 -1.55889 2.34249 0.035 0.019 -0.022
H 2.90681 -1.97059 5.69842 0.000 -0.008 0.001
H -1.64147 -1.20348 1.94070 -0.020 -0.022 0.003
H -3.67851 2.96247 -4.01914 -0.026 -0.036 0.017
H -1.86672 -2.60258 4.60728 0.000 0.000 0.000
H 6.21378 -2.45261 0.29375 0.001 0.007 0.006
H 2.60188 -4.98734 -2.00157 -0.005 0.004 -0.001
H 3.59285 -2.84434 -1.72642 -0.007 -0.022 -0.014
H -4.32324 0.28913 1.04361 0.002 -0.003 0.002
H 0.63112 1.39700 -5.76098 -0.017 0.006 0.001
H 1.96324 -2.64542 -3.40984 -0.002 0.010 0.015
H 4.52765 -4.08165 0.75290 0.016 0.007 0.001
H -0.64761 3.69673 -2.65794 0.006 -0.002 0.014
H -4.45129 -0.20769 -5.54557 0.000 0.000 -0.005
H 1.31476 0.95464 4.23746 0.028 0.017 0.045
H 2.87020 0.23014 4.67408 0.001 -0.017 0.009
H 3.86420 0.69865 -3.27975 -0.007 -0.006 -0.004
H 1.73174 -4.00093 6.45081 -0.001 0.003 0.002
H 3.20657 -2.01195 3.32749 0.037 -0.009 0.036
H 3.10605 1.78229 -4.45683 0.004 0.010 0.009
H 0.64328 2.99175 -3.64840 0.016 -0.004 0.004
H -0.05973 2.04375 -2.32997 0.006 -0.035 -0.004
H -0.37759 2.86082 -0.19042 -0.001 0.009 -0.013
H -2.95422 -1.02917 -5.07247 -0.001 0.004 0.010
H 1.19738 -2.46460 -0.10296 0.007 -0.012 -0.033
H -0.26191 -0.13977 -5.77945 -0.002 -0.009 0.015
H -4.52766 2.26312 -5.40977 0.006 0.019 -0.001
H -2.98485 -1.68108 0.87743 -0.003 0.003 -0.028
H 3.40065 -1.89650 -4.11632 -0.003 -0.015 0.009
H -2.50590 4.07118 0.15170 0.007 -0.001 -0.006
H 2.64619 1.84887 -2.74248 0.011 0.013 0.006
H 1.86567 -3.58047 2.95775 0.006 -0.008 0.002
H 4.30098 -1.19964 2.19732 -0.012 0.013 -0.045
H -2.00557 2.52626 -5.97495 0.004 0.010 0.007
H 1.38837 -0.05888 -6.39215 -0.022 0.019 -0.029
H 2.02743 -2.31837 -5.14469 -0.004 -0.013 0.005
H 1.44924 -6.20782 -0.33928 -0.004 0.005 -0.007
H -0.65289 -4.33353 5.88884 -0.002 0.002 -0.002
H -4.55581 2.75258 0.73350 0.001 -0.002 0.005
H -0.51851 3.40236 -5.57907 0.006 -0.006 -0.003
H 1.10080 -5.51050 1.93620 0.006 0.004 0.009
H -4.22363 -0.73398 -3.86751 -0.005 0.009 -0.005
H 0.27466 -1.38178 -2.22860 -0.048 0.001 -0.048
H 5.85682 -0.26095 -0.46622 0.003 -0.007 -0.002
H 3.78621 0.83355 -0.81313 -0.005 -0.004 0.015
H -4.93333 1.75044 -3.76056 -0.004 -0.012 -0.020
H -2.06405 3.98652 -4.95772 0.009 -0.001 -0.012
H -0.81278 -2.57616 0.37346 0.085 0.029 0.005
H -0.68013 -0.56326 3.85415 -0.002 0.005 -0.001

***

84
Properties=species:S:1:pos:R:3:forces:R:3 method="wB97M-V/def2-TZVPD" charge=-2 homo_lumo_gap_ev=4.78
Au -2.26075 -0.68321 -1.54714 0.124 0.335 -0.465
Se -0.14934 -1.88518 -3.21524 -0.465 -0.029 0.145
Cl 2.08137 1.13945 -2.02587 -0.114 -0.047 0.161
Cl 2.80983 1.78912 2.04624 -0.084 0.048 -0.077
Cl 7.82733 1.13661 3.83134 0.039 0.028 0.003
S -1.91347 6.23946 4.46656 0.053 -0.018 -0.026
S 4.99464 1.54028 -2.42154 -0.096 -0.063 0.006
Si -1.13343 -3.73692 -3.96490 0.357 0.109 -0.138
O -4.28311 -1.67506 -2.08681 -0.113 0.065 0.049
O -6.40497 -2.02142 -1.45744 0.093 0.093 0.133
O 0.03311 7.11103 5.92347 0.003 0.048 0.022
O 3.39914 -2.15677 0.11167 0.005 0.022 -0.094
N 0.84969 -2.23343 1.37030 0.051 -0.041 0.057
N -1.10575 -2.31117 0.35206 -0.134 -0.397 0.373
C 3.66863 0.51398 -2.01494 0.175 -0.117 -0.143
C 4.20001 -0.51870 1.68265 0.009 0.064 -0.080
C 6.43595 0.49781 2.99958 -0.060 -0.023 -0.028
C -6.11442 2.91588 -1.01499 0.032 0.019 -0.006
C 5.31800 1.29421 2.84655 0.008 0.111 0.018
C -0.28989 -1.56355 1.04220 -0.077 -0.028 -0.218
C 4.06177 -0.77233 -1.77519 -0.165 -0.033 0.196
C -5.63236 0.19259 -1.40920 0.154 -0.016 -0.071
C 3.17783 -1.89502 -1.29189 0.183 0.158 0.054
C -2.40888 -4.56214 -2.85909 -0.096 -0.020 0.153
C -1.98321 -3.48643 -5.64049 -0.099 -0.081 0.011
C -1.89668 2.86610 1.35433 0.030 -0.030 -0.077
C -6.45948 1.99465 -0.03446 0.047 -0.020 0.034
C -1.87363 1.82358 0.39428 0.275 0.006 -0.255
C -2.36679 2.64271 2.66339 -0.018 0.030 -0.004
C -2.39377 3.65907 3.60118 0.048 -0.028 -0.066
C 4.20888 0.77710 2.19210 0.083 -0.146 0.088
C 5.47306 -0.91492 -1.94334 0.064 -0.022 0.067
C -5.27995 1.11981 -2.38415 0.070 0.045 0.063
C -1.85282 0.96753 -0.48933 -0.301 0.170 0.537
C -0.26958 6.21519 5.17317 -0.077 -0.131 -0.021
C -1.46153 4.16815 1.03255 -0.044 0.036 0.070
C 0.73054 -3.50454 0.84026 -0.085 0.031 0.093
C -0.49124 -3.53351 0.23544 0.137 0.145 -0.065
C -5.52600 2.47246 -2.19274 -0.020 -0.005 -0.019
C -1.48786 5.18511 1.97093 -0.018 -0.170 -0.087
C 0.65086 5.05670 4.87892 0.015 0.050 -0.007
C -1.93862 4.93219 3.26590 0.075 0.170 0.141
C 6.46596 -0.79496 2.50962 0.020 -0.042 -0.006
C 3.00071 -1.11567 0.97794 0.018 -0.084 -0.145
C 5.34598 -1.28628 1.85903 0.089 -0.060 -0.061
C -5.41810 -1.29534 -1.64983 0.099 -0.391 -0.264
C 6.10256 0.23708 -2.28235 0.054 0.072 -0.024
C -6.22751 0.64054 -0.23686 -0.086 0.037 0.012
C 0.20220 -5.06029 -4.27102 -0.089 -0.162 -0.069
C 2.01097 -1.66752 2.00373 -0.031 -0.003 -0.065
H 7.15367 0.40221 -2.46435 -0.048 -0.044 0.017
H 5.98353 -1.86089 -1.81169 -0.021 0.041 0.028
H 5.30626 2.30704 3.22436 -0.026 -0.024 0.001
H -0.94863 -4.34061 -0.31384 0.041 0.070 0.060
H -6.89972 2.33726 0.89625 -0.004 -0.018 -0.017
H -2.97615 -5.30857 -3.43168 0.075 0.042 0.048
H -6.51177 -0.08803 0.51313 0.005 0.005 -0.026
H 0.72466 -5.28659 -3.33547 -0.032 0.032 -0.052
H 1.51927 -4.23315 0.93075 -0.023 0.062 -0.007
H 5.35377 -2.28743 1.44470 -0.013 0.064 0.019
H -2.71953 1.65058 2.91459 -0.014 0.023 0.012
H -1.93089 -5.07618 -2.01741 -0.042 0.014 -0.117
H -3.11989 -3.83744 -2.45187 0.005 0.026 -0.044
H 0.50808 4.31739 5.67036 -0.022 -0.019 -0.039
H -0.24333 -5.99200 -4.65170 0.080 0.090 0.033
H 0.44686 4.58126 3.92582 -0.016 -0.037 -0.051
H 7.35598 -1.39910 2.62891 -0.049 0.003 0.005
H -1.11353 4.35382 0.02414 -0.004 0.015 0.037
H -2.91610 -2.93016 -5.50614 0.071 0.001 -0.005
H -1.34739 -2.92797 -6.33187 0.004 -0.016 0.056
H 2.12263 -1.70852 -1.51197 -0.018 -0.032 0.091
H 1.69829 -0.84002 2.64229 -0.037 -0.077 0.122
H -2.76565 3.47377 4.60227 0.026 -0.019 -0.011
H 0.94486 -4.70783 -4.99422 -0.056 -0.004 0.051
H -1.15546 6.18416 1.71215 0.009 -0.039 -0.016
H -0.47005 -0.52423 1.28963 0.084 -0.056 -0.016
H -4.79156 0.77067 -3.28540 0.035 -0.016 0.027
H 2.49718 -2.42961 2.61642 0.028 0.018 0.013
H 1.68111 5.40741 4.92066 -0.035 0.035 0.029
H -5.23995 3.18562 -2.95882 -0.010 -0.018 0.025
H -6.28716 3.97474 -0.85345 0.005 -0.027 -0.011
H 3.46542 -2.82309 -1.78221 -0.098 -0.022 -0.060
H 2.47653 -0.34067 0.42174 -0.031 0.160 -0.135
H -2.22720 -4.45788 -6.09261 -0.006 0.083 0.024

***

10
Properties=species:S:1:pos:R:3:forces:R:3 method="wB97M-V/def2-TZVPD" charge=0 e_above_lowest_ev=0.434 homo_lumo_gap_ev=10.41
O 0.86719 0.21651 -1.03333 -1.656 -0.232 1.682
O 1.26179 -0.57643 1.17622 0.092 1.311 -2.443
N -0.82177 -0.25513 0.39443 0.728 1.172 -1.326
C 0.55089 -0.16484 0.24943 -1.550 -2.382 2.047
C -1.62669 0.58877 -0.55096 -0.122 0.381 1.109
H -2.64658 0.62765 -0.13827 0.280 -0.086 -0.547
H -1.57904 0.24152 -1.58918 -0.267 -0.388 0.434
H -1.13526 -0.71738 1.26770 0.132 1.006 -1.166
H -1.24882 1.64945 -0.61307 -0.234 -1.052 0.468
H 1.78504 0.32045 -1.02213 2.595 0.269 -0.258

***

23
Properties=species:S:1:pos:R:3:forces:R:3 method="wB97M-V/def2-TZVPD" charge=-1 e_above_lowest_ev=0.000 homo_lumo_gap_ev="6.67 / 6.67"
O -1.06795 2.16828 -0.12465 -0.166 -0.193 -0.234
O 0.97602 2.83029 -2.03936 -0.219 -1.757 0.876
N 0.92910 1.97241 -1.14268 0.791 2.960 0.011
C 0.42886 -1.64031 -0.81535 0.133 -0.153 -0.061
C 0.37134 -0.28324 -0.48958 0.029 0.382 -0.405
C -0.07606 -0.65067 1.91517 0.063 -0.053 0.147
C -0.19212 0.14170 0.78008 -0.051 0.228 0.147
C 0.76291 0.64077 -1.48784 -0.203 -1.803 -0.917
C 1.20731 0.17768 -2.73334 -0.107 0.455 0.173
C -1.62709 0.71143 3.10758 -0.136 0.215 -0.015
C 0.90665 -2.08354 -2.03395 0.038 -0.056 0.003
C 1.30001 -1.16999 -3.00236 -0.022 -0.162 -0.157
C -0.75630 -0.37165 3.08482 0.197 -0.444 0.232
C -1.76229 1.52028 2.00868 -0.196 0.099 0.393
C -0.99849 1.33483 0.82266 -0.087 0.258 -0.214
H 1.50831 0.91845 -3.46250 0.031 0.022 0.017
H 1.66945 -1.51554 -3.96028 0.013 0.024 -0.014
H -0.61972 -0.99120 3.96164 0.015 -0.034 0.023
H 0.09040 -2.36797 -0.09011 -0.060 0.028 0.053
H 0.59840 -1.49946 1.89197 0.010 -0.071 -0.024
H -2.19427 0.92792 4.00707 -0.021 0.016 0.021
H -2.42384 2.37626 2.03634 -0.032 0.057 -0.058
H 0.96939 -3.14673 -2.23399 -0.019 -0.018 0.005